Formula: C4H10N2O
Source: the Open Molecules 2025 dataset
Level of theory: ωB97M-V/def2-TZVPD

```
17
Properties=species:S:1:pos:R:3:forces:R:3:mulliken_charge:R:1
C 0.43076 0.06590 1.52679 1.3 -1.3 0.6 -0.1252
C -1.51898 0.98087 -1.60935 0.0 0.0 -0.2 -1.0339
C 1.76399 0.35628 0.90369 0.0 0.0 0.1 -0.9113
N -0.02544 -1.60876 0.56003 0.2 1.8 0.8 -0.8031
C -0.83678 -0.19379 -1.01017 -0.1 -0.5 0.7 0.5223
O -0.14391 -0.99306 -1.82929 0.3 -0.1 0.1 -0.5095
N -0.90508 -0.49185 0.24866 -1.3 0.1 -1.6 -0.2761
H 0.20574 -1.68419 -1.18511 -0.2 0.3 -0.3 0.5101
H -0.50160 -2.09662 1.31539 0.0 0.1 0.0 0.2514
H 0.46561 -0.48995 2.45680 0.2 0.1 0.1 0.3586
H -0.15191 0.96868 1.69624 -0.3 -0.3 -0.4 0.2481
H -2.04277 1.54193 -0.83979 0.0 0.0 0.0 0.3175
H -0.79399 1.63033 -2.11394 -0.1 -0.1 0.1 0.2721
H -2.24351 0.65106 -2.36199 0.1 0.0 0.1 0.2951
H 2.23367 1.17655 1.45763 0.0 0.0 0.0 0.3494
H 2.41833 -0.51021 0.91037 0.0 0.0 0.0 0.2721
H 1.64585 0.69682 -0.12595 0.0 0.0 0.0 0.2624
```
Positions in Å, forces in eV/Å.

Results
Gap between HOMO and LUMO (spin up / spin down)   8.37 / 8.37 eV
LUMO energy (spin up / spin down)   0.784 / 0.784 eV
Relative energy (zero: lowest compared OMol25 entry of this formula, charge and spin)   517.2 kJ/mol
Total charge   0
E   -343.00447 Ha
E_HOMO (spin up / spin down)   -7.583 / -7.584 eV